Here is a structure of composition C26H36HfN4OS at a distorted geometry from the Open Molecules 2025 dataset. Energies are from the ωB97M-V functional and the def2-TZVPD basis.

Last column: Mulliken charge in e.
CARTESIAN COORDINATES (ANGSTROEM)
Hf1 0.086 -0.383 0.043  0.978
C1 -2.393 1.871 1.501  -0.547
C2 -2.981 2.097 0.106  -0.637
C3 -2.216 1.526 -1.098  -1.293
N1 -1.713 0.152 -0.969  0.039
C4 -2.528 -0.897 -1.316  1.127
C5 -3.877 -0.731 -1.601  -0.255
C6 -4.855 -1.611 -2.065  -0.835
C7 -4.728 -2.905 -2.516  -0.484
C8 -3.547 -3.633 -2.527  -0.549
C9 -2.324 -3.327 -1.956  -0.594
C10 -1.887 -2.211 -1.229  0.725
N2 -0.752 -2.266 -0.476  -0.152
C11 -0.161 -3.588 -0.174  -0.875
C12 0.542 -3.636 1.178  -0.960
C13 1.741 -2.703 1.331  -0.942
N3 1.331 -1.297 1.486  -0.147
C14 1.474 -0.627 2.664  1.434
C15 1.754 -1.296 3.861  -0.836
C16 2.087 -0.836 5.122  -0.789
C17 2.276 0.463 5.567  -0.553
C18 2.045 1.602 4.830  -0.748
C19 1.528 1.739 3.543  -0.328
C20 1.178 0.807 2.576  1.001
N4 0.596 1.177 1.389  -0.002
C21 0.085 2.543 1.208  -1.009
C22 -1.241 2.781 1.927  -0.684
H1 -2.106 0.817 1.620  0.098
H2 -3.198 1.990 2.228  0.414
H3 -3.073 3.173 -0.070  0.500
H4 -4.002 1.712 0.102  0.347
H5 -1.352 2.164 -1.304  0.304
H6 -2.835 1.606 -1.995  0.793
H7 -4.249 0.269 -1.425  0.215
H8 -5.848 -1.181 -2.131  0.373
H9 -5.610 -3.384 -2.919  0.374
H10 -3.592 -4.604 -3.007  0.374
H11 -1.583 -4.108 -2.058  0.515
H12 0.547 -3.858 -0.965  0.371
H13 -0.942 -4.347 -0.172  0.792
H14 0.872 -4.665 1.331  0.442
H15 -0.181 -3.415 1.969  0.270
H16 2.372 -2.767 0.440  0.259
H17 2.365 -3.022 2.161  0.619
H18 1.710 -2.373 3.787  0.305
H19 2.251 -1.618 5.856  0.368
H20 2.614 0.591 6.587  0.380
H21 2.246 2.540 5.334  0.372
H22 1.355 2.768 3.260  0.287
H23 -0.041 2.717 0.137  0.141
H24 0.827 3.279 1.521  0.595
H25 -1.526 3.826 1.770  0.420
H26 -1.085 2.669 3.003  0.446
C23 3.797 3.143 -2.092  -1.155
C24 3.416 1.690 -1.824  -0.580
S1 1.660 1.471 -2.021  0.472
O1 1.399 -0.001 -1.524  -1.213
C25 1.424 1.352 -3.780  -0.594
C26 2.262 0.285 -4.470  -1.200
H27 4.876 3.240 -1.986  0.394
H28 3.320 3.821 -1.386  0.332
H29 3.543 3.456 -3.106  0.333
H30 3.591 1.388 -0.790  0.379
H31 3.920 0.982 -2.481  0.444
H32 1.609 2.367 -4.143  0.508
H33 0.351 1.173 -3.872  0.394
H34 3.278 0.625 -4.662  0.337
H35 1.805 0.057 -5.432  0.407
H36 2.295 -0.640 -3.896  0.283

Forces on the atoms, in the same order (eV/Å):
0.744 0.850 -1.304
0.045 -0.128 0.016
-0.085 0.097 -0.020
0.179 0.000 -0.021
-0.652 -0.361 0.268
0.271 -0.086 0.221
-0.195 0.109 -0.192
0.027 0.158 0.003
0.087 -0.057 -0.005
0.005 -0.008 -0.046
-0.050 -0.073 0.028
0.166 0.021 0.108
-0.320 -0.299 0.099
-0.019 0.182 -0.097
-0.078 0.024 0.113
-0.134 0.112 -0.009
0.008 -0.117 0.568
-0.089 -0.081 -0.203
0.137 -0.016 0.066
-0.004 -0.076 -0.036
0.004 -0.039 0.001
-0.013 0.099 -0.068
-0.060 0.050 0.198
0.019 -0.049 -0.277
-0.137 -0.211 0.547
0.053 -0.115 0.080
-0.047 0.104 0.006
0.046 -0.055 -0.013
-0.020 0.091 -0.020
-0.057 -0.016 0.011
0.025 -0.053 0.024
0.046 -0.014 0.007
-0.030 0.030 -0.006
-0.028 -0.032 0.020
0.007 -0.002 0.005
0.009 0.012 0.004
0.001 0.003 0.008
-0.019 -0.022 0.002
0.013 -0.043 -0.017
-0.045 -0.009 0.062
0.026 0.001 -0.030
-0.010 -0.037 0.012
0.014 0.016 -0.029
0.060 -0.031 -0.010
-0.006 -0.005 0.038
0.001 0.019 0.007
-0.001 0.006 -0.005
-0.006 0.000 -0.001
0.012 0.006 0.019
0.016 -0.044 -0.043
0.018 0.040 -0.027
-0.020 -0.028 -0.008
0.006 -0.020 -0.006
0.043 -0.039 -0.015
0.120 -0.073 -0.046
-0.215 -0.263 0.273
0.058 0.418 -0.020
0.018 -0.010 -0.161
-0.045 0.042 -0.076
-0.004 0.027 0.020
0.002 -0.007 -0.006
0.009 -0.029 0.014
0.057 0.084 0.015
0.017 -0.009 0.021
0.007 -0.053 -0.075
0.011 -0.029 -0.013
0.001 0.002 0.020
0.037 0.017 -0.022
-0.036 0.019 0.027

Calculated values
Kohn-Sham gap = 7.598 eV
charge = +2
HOMO level = -0.4915 hartree
energy above the lowest of the compared OMol25 structures with the same formula, charge and spin = 70.5 kJ/mol